DFT (ωB97M-V/def2-TZVPD) results for a 2-piece molecular cluster, C4H11N2O overall in a non-equilibrium geometry.

Structure (ORCA input):
```
! wB97M-V def2-TZVPD RIJCOSX def2/J DEFGRID3
* xyz -1 1
N 2.43160 1.58703 -1.58872
C 2.17571 0.31388 -0.81635
O 0.97379 -0.24195 -1.01130
H 2.26000 1.35544 -2.56414
H 1.65005 2.20423 -1.36752
H 3.04573 -0.30818 -1.13469
H 2.35078 0.61565 0.24226
C -0.78732 -1.26837 2.51403
C -0.75644 -0.62736 1.33338
N -1.85335 -0.02167 0.71926
C -1.85673 0.08531 -0.75799
H -1.69357 -1.26198 3.11632
H 0.11328 -1.71712 2.90099
H 0.17130 -0.61816 0.73014
H -2.70206 -0.48366 1.01578
H -2.65523 0.78889 -1.00374
H -0.86792 0.46943 -1.06014
H -1.99964 -0.87142 -1.26758
*
```

Computed properties:
orbital gap = 7.19 eV
electronic energy = -343.722735 hartree
LUMO = 0.1517 Eh
maximum force = 1.01 eV/A
HOMO energy = -3.06 eV

---

DFT (ωB97M-V/def2-TZVPD) results for C22H24BN8S2Sn as an isolated structure in a non-equilibrium geometry.

Structure (ORCA input):
```
! wB97M-V def2-TZVPD RIJCOSX def2/J DEFGRID3
* xyz 0 2
Sn -8.47028 -7.21055 16.52397
C -10.18137 -4.27510 18.82445
C -11.10143 -4.87184 17.76382
C -12.23853 -4.25085 17.26266
C -12.69017 -5.11593 16.28134
N -11.86061 -6.16796 16.18671
N -10.85016 -6.00910 17.09902
B -11.75681 -7.16773 15.02551
N -11.32751 -8.53613 15.61132
C -11.93866 -9.75259 15.37409
C -11.25780 -10.66294 16.03961
C -10.10967 -10.06279 16.57376
C -9.06145 -10.69143 17.45645
N -10.20060 -8.72886 16.31589
N -10.70332 -6.55354 14.09362
C -10.95461 -5.69475 13.06499
C -9.76818 -5.06022 12.73298
C -8.81028 -5.54654 13.65410
C -7.38915 -5.07578 13.93087
N -9.43650 -6.37922 14.50012
N -13.09241 -7.42279 14.33736
C -14.27312 -7.61680 14.98298
C -15.19344 -8.04332 14.00959
C -14.46392 -8.04650 12.81232
C -14.85898 -8.42869 11.40322
N -13.20386 -7.64384 13.00135
H -9.22183 -4.66224 18.68968
H -10.33581 -4.72303 19.80048
H -10.22817 -3.23514 18.74200
H -12.57038 -3.26263 17.50913
H -13.57129 -5.00302 15.49294
H -12.85396 -9.74307 14.76352
H -11.49618 -11.69846 16.17972
H -8.02464 -10.50960 17.16856
H -9.12351 -11.75386 17.50970
H -9.18192 -10.53873 18.57814
H -11.95808 -5.66043 12.58224
H -9.66240 -4.31833 11.90911
H -6.52128 -5.67821 14.08343
H -7.37652 -4.43971 14.77258
H -7.09955 -4.55659 13.04563
H -14.19501 -7.53111 16.03315
H -16.17121 -8.37389 14.28728
H -14.83445 -7.59948 10.68445
H -15.86681 -8.82491 11.45512
H -14.31141 -9.37632 11.15256
S -7.35023 -8.99781 14.91257
C -5.89505 -9.79367 15.54376
C -5.50385 -10.88660 14.73268
C -4.50979 -11.67183 15.21700
C -3.84395 -11.48488 16.43108
C -4.16378 -10.43259 17.20748
C -5.25597 -9.61724 16.85067
S -5.70166 -8.43677 17.96235
H -5.97369 -11.08226 13.80676
H -4.23575 -12.48658 14.60238
H -2.97093 -12.06962 16.56489
H -3.60034 -10.24809 18.09798
*
```

Computed properties:
orbital gap (spin up / spin down) = 8.15 / 6.02 eV
electronic energy = -2326.379759 hartree
LUMO (spin up / spin down) = 0.0203 / -0.0694 Eh
maximum force = 4.12 eV/A
HOMO energy (spin up / spin down) = -7.60 / -7.91 eV

---

DFT (ωB97M-V/def2-TZVPD) results for a 3-piece molecular cluster, C29H26F3NO4 overall in a non-equilibrium geometry.

Structure (ORCA input):
```
! wB97M-V def2-TZVPD RIJCOSX def2/J DEFGRID3
* xyz 0 1
C -4.04710 0.85010 -0.74305
C -3.27844 0.96882 -2.06839
O -2.34858 -0.06933 -2.31514
C -1.48214 -0.31863 -1.22756
C -0.11348 -0.76652 -1.71712
C 0.49636 -0.13803 -2.81957
C 1.72914 -0.58818 -3.29682
C 2.40253 -1.64133 -2.70113
C 1.80985 -2.25143 -1.61961
O 2.39101 -3.34546 -0.96328
C 3.64879 -3.54440 -1.23491
N 4.70977 -3.76203 -1.62439
C 0.57725 -1.82649 -1.11624
C 0.00650 -2.53931 0.10097
F 0.96925 -2.54758 1.11790
C -0.40511 -3.97925 -0.17608
C -1.78525 -4.07627 -0.85464
C 2.34568 0.05558 -4.51394
O 3.53192 0.19648 -4.64246
C 1.34642 0.51444 -5.53290
C 0.17599 0.95516 -5.08346
C -0.10533 1.01542 -3.60901
O -0.71441 1.94597 -3.15112
H -3.43143 1.25733 0.06583
H -4.93548 1.48029 -0.77059
H -4.29021 -0.17999 -0.48463
H -4.00931 0.90143 -2.87754
H -2.82948 1.96477 -2.12972
H -1.33532 0.54401 -0.57665
H -1.95869 -1.08313 -0.61331
H 3.34584 -1.96218 -3.12486
H -0.84365 -2.00865 0.51823
H 0.31187 -4.50727 -0.80332
H -0.44161 -4.53155 0.76597
H -2.51298 -3.42280 -0.37269
H -2.13508 -5.10781 -0.82462
H -1.69486 -3.82002 -1.91303
H 1.58256 0.45949 -6.58711
H -0.56701 1.28213 -5.80152
F 0.36340 1.25069 0.63111
C 0.49740 2.58861 0.80424
C 0.19252 3.38987 -0.27006
C 0.30928 4.76545 -0.13621
C 0.73562 5.30684 1.07070
C 1.03981 4.47350 2.14217
C 0.91737 3.09712 2.01449
H -0.12928 2.90677 -1.18312
H 0.06800 5.41166 -0.96940
H 0.83039 6.37933 1.17728
H 1.37394 4.89601 3.07998
H 1.14238 2.42941 2.83562
F -0.56204 2.17172 5.13242
C -0.00807 0.94659 5.23932
C 0.54908 0.56483 6.44352
C 1.11540 -0.69753 6.54849
C 1.12559 -1.55237 5.45376
C 0.56355 -1.14745 4.25060
C -0.01337 0.11010 4.14085
H 0.53744 1.24875 7.28184
H 1.55053 -1.01365 7.48706
H 1.57269 -2.53388 5.53874
H 0.57546 -1.80849 3.39441
H -0.46291 0.44234 3.21368
*
```

Computed properties:
orbital gap = 8.29 eV
electronic energy = -1775.907925 hartree
LUMO = -0.0382 Eh
maximum force = 1.16 eV/A
HOMO energy = -9.33 eV
SMILES = CCOCc1c2c(cc(OC#N)c1[C@H](F)CC)C(=O)C=CC2=O.Fc1ccccc1.Fc1ccccc1